Formula: CH3BrP2
Source: OMol25
Level of theory: ωB97M-V with the def2-TZVPD basis set

Structure (ORCA input):
```
! RIJCOSX wB97M-V def2-TZVPD def2/J DEFGRID3
* xyz 0 1
C 1.2956 0.3710 -0.0496
P 0.4048 -0.9597 -0.2413
P -1.4579 0.1131 -0.0603
Br 3.1611 0.0841 -0.1643
H 0.9108 1.4182 0.3108
H -2.2764 -0.7759 -0.9030
H -2.0379 -0.2509 1.1078
*
```

E_tot = -89703.7136 eV
HOMO energy = -9.080 eV
energy above the lowest of the compared OMol25 structures with the same formula, charge and spin = 58.01 kJ/mol

Atomic partial charges in e from the natural (NBO) method, atoms 1 to 5:
1 C -0.7838
2 P 0.4818
3 P -0.0469
4 Br 0.0868
5 H 0.2573